Density functional theory data (ωB97M-V/def2-TZVPD) for a cluster of 2 separate species, C4H8NO3 in total.

Geometry as XYZ:
```
16
Properties=species:S:1:pos:R:3:forces:R:3:mulliken_charge:R:1
C -2.2905 -1.3157 -0.5363 -0.242 0.143 0.525 0.621
H -1.5002 0.0581 -2.0312 -0.480 0.065 -0.279 0.307
O 0.6934 1.9768 1.1483 -0.309 -0.208 0.082 -0.676
N -2.2997 -0.4469 0.5184 0.108 -0.166 -0.118 -0.406
H 1.9812 -0.2962 1.0074 -0.160 0.075 -0.582 0.243
O 2.7524 2.8967 0.9884 -0.385 -0.158 0.144 -0.736
H -2.7841 -0.7667 1.3424 0.068 0.059 -0.050 0.222
C -1.3596 -0.9431 -1.6446 0.943 -0.167 0.230 -0.887
H 2.9669 0.6031 -0.3000 -0.429 -0.430 -0.358 0.188
O -2.9831 -2.3201 -0.5556 -0.079 0.028 -0.104 -0.647
C 2.5922 0.5639 0.7194 0.467 0.257 0.751 -0.824
H 3.5160 0.4847 1.2950 0.030 0.130 0.245 0.301
H -0.3532 -0.8765 -1.2207 0.078 -0.177 0.033 0.230
H -1.5093 0.1706 0.6530 -0.012 0.184 0.054 0.274
C 1.9359 1.9437 1.0054 0.554 0.139 -0.358 0.507
H -1.3584 -1.7326 -2.3893 -0.154 0.226 -0.215 0.283
```
Forces are in eV/Å.

The calculation puts the orbital gap at 7.62 eV. Its net charge is -1. The calculation puts the LUMO energy at 0.1267 Ha. Its energy above the lowest of the compared OMol25 structures with the same formula, charge and spin is 14.43 kcal/mol.